[1]
Here is C25H18N6O8SeTi as an isolated structure from OMol25. Energies are from ωB97M-V with the def2-TZVPD basis set.

Last column: Löwdin spin population.
CARTESIAN COORDINATES (ANGSTROEM)
Ti 0.2018 0.4146 -0.6822  0.23
O 3.3867 0.4273 2.2671  0.01
C 2.5988 0.4256 3.3557  0.01
C 3.2011 0.6067 4.5980  0.00
C 2.4532 0.5812 5.7615  0.01
C 1.0823 0.3717 5.7011  0.00
C 0.4619 0.2334 4.4782  0.01
C 1.1933 0.2749 3.2883  0.00
C 0.5136 0.3150 2.0035  0.05
O 1.1976 0.1606 0.9042  0.01
N -0.7629 0.6686 1.9530  -0.02
N -1.1067 0.8970 0.6890  0.13
C -2.1714 1.5905 0.3183  0.16
C -2.2669 1.8021 -1.0668  0.07
C -3.1696 2.6817 -1.7068  0.04
C -3.0788 2.8730 -3.0624  0.03
C -2.1376 2.1373 -3.7978  0.08
C -1.3064 1.2617 -3.1228  0.01
N -1.3248 1.1159 -1.8024  0.08
H 2.8006 0.3098 1.4783  0.00
H 4.2648 0.7942 4.6222  0.00
H 2.9435 0.7202 6.7167  0.00
H 0.5002 0.3509 6.6113  0.00
H -0.6060 0.1056 4.4016  0.00
H -2.8742 2.0093 1.0318  0.01
H -3.8807 3.2346 -1.1079  0.00
H -3.7270 3.5806 -3.5640  0.00
H -2.0452 2.2578 -4.8660  0.00
H -0.5909 0.6506 -3.6621  0.00
Se 2.3761 -0.4817 -1.7275  0.00
C 3.1812 0.0078 -3.2556  0.00
N 3.7741 0.2535 -4.2170  0.00
O -1.1618 -1.7632 -2.5202  0.00
C -0.8273 -2.1257 -1.3961  0.00
O -0.3375 -1.3010 -0.5346  0.02
C -0.9509 -3.5289 -0.8994  0.01
C -0.4962 -3.8283 0.3944  0.12
C -0.5911 -5.1252 0.8746  0.01
C -1.1267 -6.1252 0.0932  0.09
C -1.5833 -5.8304 -1.2057  0.05
C -1.4893 -4.5224 -1.6945  0.07
N -2.1258 -6.8425 -1.9942  0.24
O -2.5136 -6.5767 -3.1551  0.22
O -2.2143 -7.9994 -1.5097  0.20
H -0.0736 -3.0377 1.0015  0.01
H -0.2394 -5.3566 1.8721  0.00
H -1.2028 -7.1421 0.4456  0.01
H -1.8405 -4.2967 -2.6893  0.01
O 1.1400 2.3007 -2.9140  0.00
C 1.1650 2.9074 -1.8607  0.00
C 1.5327 4.3899 -1.7008  0.00
C 1.2773 4.6522 -0.2280  0.00
C 0.9314 3.2610 0.3320  0.00
O 0.7353 3.0469 1.5102  0.00
N 0.8616 2.3556 -0.6697  0.01
H 0.9168 4.9867 -2.3746  0.00
H 2.5797 4.5122 -1.9817  0.00
H 0.4183 5.3019 -0.0460  0.00
H 2.1340 5.0554 0.3121  0.00

Cartesian forces (eV/Å) of the 2 atoms listed first:
Ti 1.4 0.1 -1.7
O -0.2 0.0 -0.2

As for the spin multiplicity: 3. Its total charge is -2. Its expectation value of S² is 2.040. Its HOMO-LUMO gap (spin up / spin down) is 3.70 / 6.51 eV.

[2]
Here is C34H96N12O10 as an isolated structure from OMol25. Energies are from ωB97M-V with the def2-TZVPD basis set.

Last column: Löwdin charge in e.
CARTESIAN COORDINATES (ANGSTROEM)
C -0.0112 0.7499 -0.8348  -0.56
O -0.2901 1.8431 -0.3924  -0.02
N -0.9262 -0.0852 -1.3481  0.14
N 1.1665 0.2493 -0.9816  0.13
H -1.9018 0.1264 -1.1943  0.02
H -0.7988 -0.9912 -1.7759  -0.01
H 1.2314 -0.7250 -1.2396  0.07
H 1.8502 0.7493 -0.4314  0.01
C -1.8577 3.0213 -2.8690  -0.80
O -2.9815 2.9209 -2.3663  0.00
N -1.5700 3.7537 -3.9127  0.19
N -0.8188 2.3377 -2.4475  0.16
H -0.5812 3.7759 -4.1174  0.12
H -2.3198 4.3422 -4.2466  0.13
H 0.0953 2.4601 -2.8593  0.14
H -0.9734 1.8955 -1.5527  0.01
C -0.7924 4.6185 -0.8576  -0.03
C -0.3872 4.6458 0.6300  -0.37
C -1.5809 4.6242 1.5658  -0.14
O -2.4828 5.7724 1.3584  -0.17
C -3.6792 5.6367 2.0228  -0.16
N 0.4016 3.4157 0.7850  0.02
H -1.3245 3.7064 -1.1280  0.05
H 0.0470 4.7742 -1.5352  0.09
H -1.4864 5.4399 -1.0359  0.09
H 0.3032 5.4753 0.7826  0.11
H -1.2248 4.5353 2.5922  0.12
H -2.0443 3.6769 1.2901  0.10
H -4.4725 6.1679 1.4968  0.08
H -3.6453 5.8630 3.0885  0.08
H -4.0157 4.6101 1.8783  0.08
H 0.3765 3.1996 1.7713  0.06
H -0.1094 2.6499 0.3697  -0.13
C -4.9706 -1.9608 2.1275  -0.06
C -4.0122 -3.1082 2.1596  -0.40
C -3.3851 -3.5966 0.8546  -0.14
O -2.3795 -2.7361 0.2587  -0.27
C -1.5836 -3.2476 -0.7772  -0.12
N -2.9649 -2.7791 3.1076  0.06
H -5.5791 -1.9986 3.0310  0.10
H -5.6005 -2.1134 1.2511  0.09
H -4.4266 -1.0210 2.0336  0.03
H -4.5406 -3.9567 2.5942  0.14
H -4.1800 -3.6929 0.1150  0.10
H -3.0648 -4.6381 0.8825  0.13
H -0.9871 -4.0717 -0.3857  0.08
H -0.8823 -2.4474 -1.0139  0.07
H -2.1370 -3.5988 -1.6482  0.14
H -2.3850 -2.0738 2.6759  0.03
H -2.3016 -3.5379 3.1735  0.08
C 3.7999 5.6680 2.4920  -0.07
C 2.8475 4.6191 2.1571  -0.45
C 3.2403 3.1411 2.3725  -0.16
O 2.3243 2.1709 1.9259  -0.17
C 2.3584 1.9682 0.5432  -0.12
N 1.5215 4.8676 2.7020  0.04
H 4.0507 5.8690 3.5336  0.08
H 3.3797 6.6180 2.1619  0.08
H 4.7629 5.4934 2.0121  0.08
H 2.6733 4.5432 1.0838  0.12
H 3.2591 2.9820 3.4507  0.13
H 4.2046 2.8170 1.9811  0.13
H 3.3164 1.5955 0.1806  0.07
H 2.1487 2.9278 0.0706  0.11
H 1.6349 1.2470 0.1632  0.03
H 0.8913 5.5346 2.2801  0.05
H 1.0016 4.0028 2.6575  0.03
C 1.6888 -3.2921 -3.6057  -0.01
C 1.5371 -2.1820 -2.5393  -0.29
C 2.5310 -1.0275 -2.8317  -0.21
O 3.8619 -1.3564 -2.6608  -0.18
C 4.7655 -0.2988 -2.9344  -0.07
N 0.1130 -1.8269 -2.4119  0.00
H 0.6842 -3.6334 -3.8556  0.06
H 2.2947 -4.1308 -3.2629  0.10
H 2.0852 -2.9195 -4.5502  0.09
H 1.8058 -2.6415 -1.5881  0.08
H 2.3377 -0.2104 -2.1366  0.09
H 2.3158 -0.6905 -3.8457  0.14
H 5.7808 -0.6621 -2.7751  0.11
H 4.5015 0.6201 -2.4109  0.10
H 4.6292 0.0066 -3.9718  0.10
H -0.3170 -1.4437 -3.2416  0.15
H -0.3619 -2.7170 -2.3623  0.04
C -4.1644 -1.8688 -1.4511  -0.03
C -3.0443 -0.9106 -1.1865  -0.43
C -3.2339 0.2621 -2.1145  -0.17
O -2.8458 0.0201 -3.4911  -0.12
C -3.1214 1.0430 -4.4032  -0.13
N -3.1973 -0.5132 0.1779  0.04
H -3.9596 -2.7952 -0.9145  0.04
H -4.2490 -2.2197 -2.4796  0.10
H -5.1281 -1.4059 -1.2385  0.10
H -2.1013 -1.4255 -1.3703  0.09
H -2.6595 1.0706 -1.6623  0.09
H -4.2767 0.5763 -2.1577  0.16
H -3.6324 0.8562 -5.3478  0.08
H -2.1806 1.4545 -4.7689  0.07
H -3.6334 1.8817 -3.9314  0.08
H -3.1560 -1.4232 0.6142  0.05
H -4.1962 -0.3807 0.2472  0.12
C 2.4473 -3.6916 1.3380  -0.01
C 1.7529 -3.3066 0.0457  -0.33
C 0.8061 -4.3542 -0.5833  -0.08
O 0.0582 -3.9744 -1.7866  -0.39
C -0.1966 -5.0653 -2.6516  -0.08
N 1.2130 -1.9851 0.1887  -0.01
H 2.8279 -4.7097 1.2561  0.11
H 1.8691 -3.7182 2.2616  0.07
H 3.1898 -2.9130 1.5124  0.07
H 2.6435 -3.2427 -0.5795  0.15
H 0.1382 -4.7167 0.1981  0.13
H 1.4154 -5.2549 -0.6583  0.15
H 0.5925 -5.2655 -3.3765  0.08
H -1.0727 -4.8323 -3.2569  0.11
H -0.4525 -6.0284 -2.2098  0.11
H 0.6425 -1.8745 -0.6373  0.07
H 0.5396 -2.1321 0.9270  0.06
C -2.8093 0.1098 2.9245  -0.07
C -1.6954 0.5734 2.0326  -0.31
C -0.5731 -0.4754 1.7476  -0.14
O -0.0594 -1.0760 2.9645  -0.10
C 0.8160 -2.1553 2.6109  -0.18
N -2.1575 1.2808 0.7911  0.07
H -2.5506 -0.3209 3.8918  0.10
H -3.2312 -0.8184 2.5393  -0.02
H -3.6444 0.8095 2.8911  0.10
H -1.2947 1.3737 2.6547  0.13
H 0.2707 -0.0289 1.2216  0.11
H -1.0578 -1.1448 1.0369  0.10
H 1.0551 -2.5533 3.5971  0.12
H 1.7021 -1.6602 2.2136  0.01
H 0.4134 -2.9712 2.0108  0.09
H -2.6835 0.6716 0.1809  -0.08
H -1.4009 1.7058 0.2744  -0.05
C 4.8886 -0.0074 0.0966  -0.02
C 3.8803 -1.0632 0.4322  -0.36
C 3.2531 -0.8655 1.7776  -0.26
O 4.1280 -0.7449 2.8119  -0.13
C 3.6436 -0.7370 4.1229  -0.05
N 2.9452 -1.0615 -0.6220  -0.05
H 5.1762 -0.1803 -0.9404  0.03
H 5.7420 -0.1230 0.7648  0.10
H 4.4187 0.9684 -0.0269  0.05
H 4.4189 -2.0078 0.5077  0.15
H 2.6643 -1.7780 1.8709  0.02
H 2.6362 0.0272 1.8801  0.14
H 3.2198 0.2631 4.2140  0.09
H 4.4585 -0.9053 4.8270  0.10
H 2.7804 -1.3955 4.2197  0.08
H 3.3783 -1.5528 -1.3909  0.01
H 2.1500 -1.6298 -0.3673  -0.14

Cartesian forces (eV/Å) of the 2 atoms listed first:
C -1.1 -5.8 -2.4
O 2.2 -4.4 -3.5

The energy above the lowest of the compared OMol25 structures with the same formula, charge and spin is 941.4 kcal/mol. Its HOMO-LUMO gap is 6.56 eV.

In the order shown, the computed max |F| values come out to 2.288, 9.775 eV/Å.
In the order shown, the computed DFT total energy values come out to -5144.9815, -2760.9269 Eh.